# C18H34N4O4S

An isolated molecule of C18H34N4O4S at a distorted geometry (the ωB97M-V functional and the def2-TZVPD basis, the OMol25 dataset).

Geometry as XYZ:
```
61
Properties=species:S:1:pos:R:3:forces:R:3
H 3.42651 1.73012 -0.71009 0.0 0.1 0.0
H 2.31627 2.86407 -1.46738 0.1 0.0 0.0
O -1.51102 0.91674 1.36178 -0.2 -0.2 -0.1
O -3.69695 4.99530 1.38426 -0.2 0.1 -0.1
C -3.90084 3.64347 1.73245 -0.1 -0.3 -0.1
C -1.94297 4.35941 -0.17041 0.1 0.6 0.1
C -0.79949 -2.41434 1.41627 0.0 0.2 -0.3
H 3.61957 -3.46673 1.32162 0.1 0.1 0.0
N 0.08804 2.03097 -0.31582 -0.6 0.3 0.6
H -2.29043 6.29080 0.76610 0.1 -0.1 0.0
C 1.43983 1.76271 0.14054 0.5 0.2 0.4
C -1.57920 -2.94570 0.21501 0.0 -0.2 0.2
N 1.60727 -3.08151 1.21987 0.0 0.2 0.1
H -1.68836 5.00964 1.86679 -0.1 0.1 -0.1
C 3.36564 -2.31529 -0.47632 0.0 -0.3 0.3
H 3.55602 -0.22933 -0.35693 -0.1 0.1 -0.1
O -0.39894 3.03205 1.91747 0.2 0.1 0.0
H 1.49648 0.76700 0.60215 0.1 0.0 0.0
C 0.55140 1.13462 -2.54115 0.0 -0.2 0.2
H 3.15868 -1.78713 1.61240 0.1 0.0 0.0
H 1.66867 2.51161 0.90013 0.2 -0.1 -0.1
H -1.69378 -4.57282 -1.16903 0.0 -0.1 0.0
S -1.00700 2.18622 0.93303 0.0 0.3 -0.7
C 1.24803 -4.37273 0.65437 -0.1 -0.1 0.0
H -2.63737 -3.00639 0.48156 0.0 0.1 -0.1
H -0.79337 -3.14407 2.22609 0.0 0.0 0.1
H 2.17844 -4.90600 0.44429 0.0 0.0 0.1
N -2.21767 2.95784 0.08612 0.7 -0.6 0.5
H -1.30535 -1.51323 1.76947 0.0 -0.1 0.1
O 1.50460 -1.47407 -2.38325 -0.3 -0.2 -0.2
H -4.95105 3.55765 2.01618 0.1 -0.1 0.0
C 2.96356 -2.66064 0.98005 0.1 -0.1 -0.2
H 0.48235 2.11920 -3.00488 0.0 0.0 0.0
C -1.12030 -4.31592 -0.27464 0.0 0.2 -0.2
C 2.00435 0.85913 -2.13364 -0.1 0.1 -0.3
H 2.64787 1.01287 -3.00981 -0.1 0.0 0.1
H 0.72468 -4.94138 1.43470 0.0 -0.1 -0.1
H 0.94674 -1.21732 1.75456 0.0 0.0 -0.1
C 0.36938 -4.37503 -0.60565 -0.1 -0.2 0.2
H -0.87429 4.44598 -0.36141 0.0 0.2 -0.2
H -3.63381 1.67674 0.84849 -0.2 0.0 0.0
H 2.83954 -2.96589 -1.17606 0.1 0.0 0.0
H 0.62954 -1.60066 0.05205 0.0 0.0 0.0
H -2.50625 4.65040 -1.06277 0.1 0.0 0.0
H 0.63118 -3.54796 -1.26622 0.1 0.0 -0.1
H -0.38127 0.06980 -0.90168 0.0 0.0 -0.1
C 2.15030 -0.63026 -1.79150 0.2 0.5 0.0
N 3.06309 -0.95160 -0.85398 0.2 0.0 0.2
H -1.38106 1.36688 -1.58104 0.1 -0.2 -0.1
C -0.36100 1.08431 -1.31935 -0.3 -0.3 -0.6
C 0.63401 -2.01508 1.06989 -0.1 0.1 0.2
H 0.22777 0.37785 -3.25581 0.0 0.1 0.0
C 2.39576 1.86032 -1.04472 -0.2 -0.2 0.1
H -1.34449 -5.06831 0.48682 0.0 -0.1 0.0
C -2.35269 5.23148 1.02086 0.2 0.0 -0.1
H 0.56465 -5.30414 -1.14711 0.0 0.0 0.0
H -1.49060 -2.22665 -0.60341 0.0 0.1 -0.1
H 4.44372 -2.47151 -0.59135 -0.1 -0.1 0.0
C -3.57176 2.72356 0.55466 -0.4 -0.1 0.5
H -3.26022 3.37196 2.58505 -0.1 0.0 0.0
H -4.25242 2.92102 -0.27966 0.1 0.0 0.0
```
Forces are in eV/Å.

Output
E ... -1624.447809 Ha
E_HOMO ... -7.9 eV
E_LUMO ... 0.594 eV
SMILES string ... O=C(NCCN1CCCCCC1)C1CCN(S(=O)(=O)N2CCOCC2)CC1
Charge ... 0
ΔE to the lowest compared entry with this formula, charge and spin ... 60.9 kJ/mol